Entry 1:
Here is C38H18Cl3N8ORu as an isolated structure in a non-equilibrium geometry from the Open Molecules 2025 dataset. Energies are from the ωB97M-V functional and the def2-TZVPD basis.

Calculated values
⟨S²⟩ = 6.0694
E_HOMO (spin up / spin down) = -9.0767 / -11.2668 eV
Charge = +1
Spin multiplicity = 5

XYZ file:
```
69
C38H18Cl3N8ORu the ωB97M-V functional and the def2-TZVPD basis
Ru -0.30954 0.03326 -0.26497
C -5.54061 -3.81012 1.28556
C -4.74530 -4.85608 0.82435
C -3.46883 -4.62936 0.32280
C -3.01649 -3.32465 0.30327
C -1.77660 -2.71503 -0.16801
N -0.83181 -3.29289 -0.81999
C 0.26803 -2.55536 -1.05788
C 0.86251 -2.24205 -2.32049
C 0.60080 -2.67840 -3.61952
C 1.31241 -2.10400 -4.65032
C 2.26305 -1.10485 -4.40299
C 2.52424 -0.64628 -3.12521
C 1.81182 -1.21759 -2.07225
C 1.69015 -0.98027 -0.64141
N 3.32480 0.81971 -0.48772
C 2.38848 1.64167 -0.84984
N 1.02629 1.62358 -0.72448
C 0.56264 2.82926 -1.25940
N -0.62669 3.33486 -1.19658
C -1.68619 2.74696 -0.66145
N -1.80060 1.43077 -0.28477
C -3.03876 1.26179 0.26962
N -3.60807 0.13720 0.69941
C -3.06961 -1.03880 0.53740
N -1.83061 -1.33395 0.04918
C -3.81721 -2.27556 0.76415
C -5.09016 -2.49588 1.25200
C -3.75446 2.51761 0.25256
C -5.02311 2.86946 0.68843
C -5.42222 4.18153 0.49182
C -4.58197 5.11146 -0.12819
C -3.31384 4.76138 -0.56238
C -2.90895 3.44926 -0.36204
C 1.67546 3.57983 -1.81963
C 1.73257 4.78635 -2.49574
C 2.98233 5.23523 -2.89743
C 4.13806 4.50498 -2.62400
C 4.08266 3.30075 -1.93529
C 2.83307 2.85813 -1.54237
N 0.84526 -1.82026 -0.04746
H -6.52965 -4.02450 1.66761
H -5.13802 -5.86385 0.84510
H -2.85461 -5.44143 -0.04243
H -0.14117 -3.44500 -3.79876
H 1.13832 -2.42290 -5.66900
H 2.79448 -0.66606 -5.23700
H 3.25630 0.13052 -2.96060
H -5.70454 -1.66930 1.58169
H -5.66710 2.14088 1.16178
H -6.40317 4.49584 0.82244
H -4.93452 6.12426 -0.27084
H -2.66019 5.47556 -1.04477
H 0.82823 5.34343 -2.69882
H 3.06296 6.16938 -3.43711
H 5.09568 4.88729 -2.95089
H 4.97840 2.73483 -1.71768
Cl 4.36135 -0.11759 5.78316
C 3.85484 -0.27248 4.15648
C 2.52344 -0.08288 3.83257
C 2.10095 -0.15449 2.51466
Cl 0.41850 0.15438 2.27193
C 3.01626 -0.46585 1.51411
O 2.80891 -0.47185 0.09558
C 4.35909 -0.68415 1.85953
Cl 5.50677 -1.09002 0.65450
C 4.77828 -0.57957 3.16996
H 1.80251 0.14205 4.60546
H 5.81910 -0.72652 3.41873
```

Atomic partial charges in e from the Mulliken method, atoms 1 to 5:
1 Ru 0.354
2 C -0.646
3 C -0.597
4 C -0.319
5 C 0.098

---

Entry 2:
Here is a 8-piece molecular cluster, H16O8 overall in a non-equilibrium geometry from the Open Molecules 2025 dataset. Energies are from the ωB97M-V functional and the def2-TZVPD basis.

Calculated values
SMILES string = O.O.O.O.O.O.O.O
ΔE to the lowest compared entry with this formula, charge and spin = 203.0 kJ/mol
E_HOMO = -10.3367 eV

XYZ file:
```
24
H16O8 the ωB97M-V functional and the def2-TZVPD basis
O -1.70023 7.09902 -28.61090
H -2.24493 7.85149 -28.80101
H -2.01502 6.81712 -27.74654
O 0.97133 6.10539 -29.72241
H 0.06240 6.29525 -29.66814
H 1.36664 7.01804 -29.65808
O -4.01186 1.83161 -29.31198
H -4.20144 0.95277 -28.95946
H -3.30309 1.73330 -29.96672
O -2.59515 5.98883 -26.42457
H -1.87253 5.89931 -25.75692
H -2.82264 5.12587 -26.75408
O -3.11016 5.15441 -29.85047
H -2.57579 5.82933 -29.40935
H -2.55134 4.48518 -30.22510
O -0.85721 2.88455 -30.49594
H -0.68275 2.45999 -29.62697
H -0.83034 2.18861 -31.10966
O -5.62034 6.18083 -29.71523
H -5.88385 5.33218 -30.07493
H -4.72474 5.92562 -29.70208
O -2.85779 3.46074 -27.23981
H -3.19660 3.13604 -28.04651
H -1.85642 3.38805 -27.27728
```

Atomic partial charges in e from the natural (NBO) method, atoms 1 to 5:
1 O -0.989
2 H 0.480
3 H 0.504
4 O -0.946
5 H 0.479

---

Entry 3:
Here is C9H18F3O7Y as an isolated structure in a non-equilibrium geometry from the Open Molecules 2025 dataset. Energies are from the ωB97M-V functional and the def2-TZVPD basis.

Calculated values
ΔE to the lowest compared entry with this formula, charge and spin = 0.0 kJ/mol
E_HOMO = -0.5731 eV
Charge = -2

XYZ file:
```
38
C9H18F3O7Y the ωB97M-V functional and the def2-TZVPD basis
Y -1.05987 -0.13471 0.65484
O -1.17752 0.19725 2.97760
C -2.07599 -0.71175 3.52973
C -3.17522 -1.32268 2.62361
O -2.81842 -1.50154 1.29359
H -2.56419 -0.26983 4.42890
H -1.46004 -1.58333 3.89062
H -4.07450 -0.66130 2.69303
H -3.49130 -2.31387 3.02737
O -2.34617 1.81641 0.16632
C -2.18666 2.01265 -1.20614
C -2.06900 0.80031 -2.14193
O -1.38129 -0.29564 -1.67356
H -1.23483 2.61250 -1.27375
H -2.91380 2.78642 -1.55909
H -1.57755 1.16808 -3.07609
H -3.10897 0.54457 -2.46117
C 2.06707 0.70691 0.02413
O 1.41281 0.98384 -1.23172
O 1.17236 0.54323 0.93565
C 2.93218 -0.55209 -0.07982
F 2.31693 -1.58852 -0.66103
F 4.11333 -0.37486 -0.75969
F 3.31723 -0.98049 1.14944
C 2.07041 1.18568 -2.42918
C 2.39475 2.64506 -2.68484
H 3.00762 2.75150 -3.59121
H 1.46362 3.18753 -2.86455
H 2.93024 3.12994 -1.86741
H 1.42260 0.83860 -3.24855
H 2.95284 0.55185 -2.58572
H 2.76651 1.53661 0.28350
C 0.58572 -3.02625 1.60556
O -0.16763 -2.30302 0.63436
H -0.03037 -3.80146 2.06580
H 1.50224 -3.41753 1.16039
H 0.85095 -2.30452 2.37764
H -0.36609 -2.85555 -0.12663
```

Atomic partial charges in e from the natural (NBO) method, atoms 1 to 5:
1 Y 2.176
2 O -0.963
3 C -0.055
4 C -0.058
5 O -0.976

---

Entry 4:
Here is a 2-piece molecular cluster, C3H6Br2N3 overall in a non-equilibrium geometry from the Open Molecules 2025 dataset. Energies are from the ωB97M-V functional and the def2-TZVPD basis.

Calculated values
ΔE to the lowest compared entry with this formula, charge and spin = 390.8 kJ/mol
E_HOMO = -13.9005 eV
Charge = +1

XYZ file:
```
14
C3H6Br2N3 the ωB97M-V functional and the def2-TZVPD basis
C -0.68251 1.49555 0.85920
C -0.82618 -0.50248 -0.28202
C 1.80090 -0.51623 -0.34116
N 0.48082 0.99841 1.06372
N -1.58218 0.64804 0.23726
N 0.50732 -0.29120 0.35658
Br -1.68307 -2.14793 0.02253
Br -3.27973 1.07580 -0.53767
H -0.88780 2.46804 1.39521
H -0.36035 -0.48673 -2.02825
H 2.27071 0.41204 -0.66413
H 2.35903 -1.26723 0.24494
H 1.40362 -0.88122 -1.39824
H 0.47943 -1.00487 1.07202
```

Atomic partial charges in e from the natural (NBO) method, atoms 1 to 5:
1 C 0.262
2 C 0.054
3 C -0.418
4 N -0.272
5 N -0.557

---

| no. | DFT total energy (hartree) |
| --- | --- |
| 1 | -3447.35289 |
| 2 | -611.50530 |
| 3 | -1218.42005 |
| 4 | -5429.74613 |